{
  "formula": "C34H66Cl4N6O18",
  "method": "ωB97M-V with the def2-TZVPD basis set",
  "symbols": ["O", "C", "O", "C", "C", "O", "H", "H", "H", "H", "O", "C", "O", "C", "C", "O", "H", "H", "H", "H", "O", "C", "O", "C", "C", "O", "H", "H", "H", "H", "O", "C", "O", "C", "C", "O", "H", "H", "H", "H", "C", "N", "C", "C", "O", "H", "H", "H", "H", "H", "H", "H", "C", "N", "C", "C", "O", "H", "H", "H", "H", "H", "H", "H", "C", "N", "C", "C", "O", "H", "H", "H", "H", "H", "H", "H", "C", "N", "C", "C", "O", "H", "H", "H", "H", "H", "H", "H", "C", "N", "C", "C", "O", "H", "H", "H", "H", "H", "H", "H", "C", "N", "C", "C", "O", "H", "H", "H", "H", "H", "H", "H", "Cl", "C", "C", "Cl", "H", "H", "H", "H", "Cl", "C", "C", "Cl", "H", "H", "H", "H"],
  "positions_angstrom": [[-2.03953, 0.23002, 4.71440], [-2.50762, -0.70545, 4.15938], [-2.84501, -0.75088, 2.84295], [-3.25183, -2.09451, 2.53792], [-3.58018, -2.70020, 3.90024], [-2.81376, -1.88559, 4.75949], [-4.19058, -2.02588, 1.98719], [-2.51278, -2.64583, 1.95953], [-3.20229, -3.72345, 3.88413], [-4.65996, -2.76008, 4.03632], [0.58573, -5.60828, -3.67573], [0.37254, -4.43675, -3.83613], [-0.00436, -3.91280, -5.01220], [-0.37606, -2.54804, -4.83032], [-0.03794, -2.27024, -3.35343], [0.32901, -3.55830, -2.84625], [0.20035, -1.96157, -5.54212], [-1.44681, -2.37722, -4.94311], [-0.91339, -1.86111, -2.85714], [0.75971, -1.53550, -3.25652], [6.27001, 4.43086, 0.24497], [5.52031, 3.86830, -0.48662], [5.84875, 2.81057, -1.23139], [4.63570, 2.20282, -1.69746], [3.54978, 3.19713, -1.34406], [4.20962, 4.18327, -0.59752], [4.60875, 1.97031, -2.75813], [4.46479, 1.27826, -1.14354], [2.73022, 2.79406, -0.74708], [3.13064, 3.64468, -2.25193], [-4.80980, 6.77086, 3.15245], [-5.00489, 5.91886, 2.35026], [-4.14607, 4.90986, 2.04112], [-4.73034, 4.10011, 1.04948], [-5.95460, 4.87565, 0.54847], [-6.03399, 5.94858, 1.49605], [-3.99063, 3.82595, 0.30050], [-5.12116, 3.16803, 1.46855], [-6.81629, 4.21720, 0.53986], [-5.77087, 5.31702, -0.42854], [-3.10596, 0.81960, -3.22428], [-4.39486, 1.20998, -2.66732], [-4.85735, 2.47350, -2.55827], [-4.51405, 3.49453, -3.64053], [-5.61665, 2.78547, -1.65034], [-3.14246, -0.19897, -3.60341], [-2.35524, 0.94533, -2.44336], [-2.72680, 1.42678, -4.04339], [-4.88429, 0.59637, -2.03242], [-4.58608, 3.01078, -4.61848], [-3.49013, 3.86930, -3.58571], [-5.19476, 4.33970, -3.63995], [2.46638, 3.73144, 2.09754], [1.04249, 3.88582, 2.33211], [0.35628, 3.54062, 3.43672], [-1.13806, 3.68849, 3.41991], [0.94168, 3.08788, 4.41857], [3.00148, 3.52736, 3.02035], [2.81233, 4.69767, 1.72978], [2.64680, 2.94125, 1.36708], [0.53914, 4.22443, 1.52715], [-1.42999, 4.65052, 2.99347], [-1.46989, 3.65861, 4.45626], [-1.71780, 2.91477, 2.91902], [1.43258, -0.92581, 3.46376], [1.95415, 0.05123, 4.38237], [2.90728, -0.20290, 5.30843], [3.44367, 1.05605, 5.99018], [3.34825, -1.31164, 5.56261], [2.00010, -1.06838, 2.53797], [0.41131, -0.77945, 3.10723], [1.42457, -1.91411, 3.92577], [1.61605, 1.00130, 4.39143], [2.90778, 1.92570, 5.61365], [4.46414, 1.18305, 5.62627], [3.39232, 0.90038, 7.06301], [-0.63077, 3.50625, -4.38584], [0.68520, 2.90213, -4.39799], [0.82537, 1.60350, -4.07761], [2.22647, 1.05194, -4.19793], [-0.08951, 0.88156, -3.70342], [-1.16490, 3.24548, -3.47112], [-1.24695, 3.03455, -5.15768], [-0.57367, 4.57663, -4.55284], [1.49431, 3.42827, -4.67042], [2.46997, 0.37462, -3.38018], [3.01359, 1.79244, -4.34217], [2.27752, 0.43001, -5.09667], [4.84653, -1.79919, -2.03091], [5.08672, -3.21558, -1.80393], [5.77704, -3.59608, -0.70162], [5.96967, -5.08262, -0.49354], [6.18651, -2.79580, 0.11914], [4.41860, -1.69090, -3.03120], [5.81390, -1.30366, -2.07276], [4.14436, -1.27498, -1.38676], [4.63923, -3.94991, -2.32302], [7.01961, -5.36932, -0.44255], [5.35008, -5.74913, -1.09122], [5.69095, -5.29618, 0.54349], [0.45771, -3.20733, 0.87597], [0.70608, -4.19429, 1.88514], [-0.28606, -4.89023, 2.45283], [0.06494, -5.95568, 3.48574], [-1.46120, -4.74300, 2.12394], [0.10767, -3.60074, -0.08136], [1.29654, -2.52777, 0.74825], [-0.34738, -2.52520, 1.17201], [1.66533, -4.43516, 2.06477], [-0.67602, -5.75688, 4.25753], [1.05171, -5.92462, 3.94469], [-0.04271, -6.89581, 2.94765], [-3.04591, -2.36401, -1.13921], [-3.70217, -4.03684, -0.96707], [-2.51250, -5.00059, -1.03729], [-3.08362, -6.65409, -0.89685], [-4.44780, -4.18763, -1.74391], [-4.25430, -4.05333, -0.03002], [-1.81747, -4.84409, -0.21512], [-2.01591, -4.84646, -1.99247], [1.72886, -0.25299, -0.49606], [0.53822, 1.06387, -0.22428], [-0.75109, 0.38326, 0.22344], [-2.10478, 1.53376, 0.51694], [0.36768, 1.47433, -1.21729], [0.96505, 1.70651, 0.53793], [-0.55690, -0.02405, 1.21655], [-1.01331, -0.48239, -0.38087]],
  "atomic_forces_ev_per_a": [[0.209, 0.121, -0.075], [-0.456, -0.283, -0.107], [0.416, -0.372, 0.274], [-1.348, 0.198, -0.373], [0.932, -0.900, -1.610], [-0.280, 0.258, 0.781], [0.244, 0.076, -0.420], [0.186, 0.180, 0.197], [0.099, 0.053, 0.464], [0.069, 0.632, 0.785], [0.356, 0.837, -0.143], [-0.724, -2.332, -0.119], [-0.124, 0.318, -0.133], [0.173, 0.304, 0.450], [0.127, 0.626, -0.659], [0.077, 1.202, 0.559], [-0.154, 0.176, 0.073], [0.033, -0.389, -0.557], [0.070, -0.307, 0.380], [0.195, -0.310, 0.236], [-0.068, 0.162, -0.390], [0.591, 0.584, 1.279], [-0.631, -0.573, -0.897], [-0.359, -0.863, 0.494], [-0.685, 0.313, -0.724], [0.185, 0.318, 0.194], [0.675, 0.150, -0.046], [0.301, -0.100, -0.041], [0.120, -0.157, -0.104], [-0.072, 0.112, 0.163], [0.143, -0.281, 0.535], [0.637, 0.737, -0.660], [-0.195, 0.336, 0.596], [-0.637, -1.186, -0.373], [1.189, 0.250, -0.292], [-0.912, -0.541, -0.087], [-0.066, 0.299, -0.094], [0.445, -0.019, 0.312], [-0.293, 0.422, 0.055], [-0.289, -0.073, -0.074], [0.077, 0.081, 0.448], [-0.043, 0.067, -0.759], [-0.378, 1.051, 0.052], [0.439, -0.595, -0.485], [-0.144, -0.058, -0.015], [0.029, -0.105, 0.235], [0.207, -0.471, -0.035], [-0.603, 0.288, -0.086], [0.482, -0.187, 0.174], [-0.031, 0.000, 0.007], [-0.004, -0.018, 0.274], [-0.081, -0.096, 0.363], [-0.222, 0.602, 0.365], [-0.146, 0.117, -1.043], [0.269, -1.077, 0.751], [-0.443, 0.686, 0.400], [-0.041, 0.008, -0.216], [-0.181, -0.185, 0.056], [0.351, -0.248, -0.232], [0.220, 0.003, 0.087], [-0.281, 0.051, 0.270], [-0.053, -0.032, -0.041], [0.064, 0.103, -0.003], [0.505, -0.193, -0.237], [-0.123, -1.092, -0.235], [-0.344, 0.325, -0.426], [0.521, -0.040, 0.341], [-0.292, -0.459, -0.944], [-0.157, -0.008, -0.233], [0.465, 0.378, 0.120], [-0.129, 0.633, 0.535], [0.089, 0.064, 0.243], [-0.273, 0.040, -0.349], [-0.198, 0.158, 0.552], [0.165, -0.184, 0.395], [0.148, 0.319, 0.033], [-0.466, -0.575, -0.288], [-0.352, -0.007, 0.239], [0.877, -0.417, 0.268], [0.350, -0.363, -0.594], [-0.249, 0.289, -0.143], [0.288, 0.349, 0.270], [0.077, 0.278, -0.232], [0.015, -0.009, 0.118], [-0.024, 0.056, -0.070], [-0.119, 0.236, 0.219], [-0.110, 0.153, 0.223], [-0.193, 0.003, -0.035], [0.050, -0.277, -1.451], [-0.188, 0.209, 0.436], [0.085, -0.314, 0.655], [-0.218, -0.318, 1.089], [0.123, 0.133, -0.263], [0.051, -0.143, -0.082], [-0.081, 0.254, 0.359], [0.212, -0.349, 0.632], [-0.140, 0.292, -0.266], [0.062, 0.136, -0.727], [0.307, 0.096, -0.402], [-0.298, 0.264, -0.020], [-0.779, 1.073, -0.325], [0.516, 0.178, -0.156], [-0.018, -0.725, 0.116], [-0.080, 0.842, -0.369], [0.130, 0.302, 0.048], [0.417, -0.245, -0.043], [0.291, -0.516, -0.080], [-0.085, -0.235, 0.323], [-0.068, -0.053, 0.257], [-0.074, -0.749, 0.098], [0.106, 0.278, -0.254], [-0.340, -0.213, 0.440], [-0.164, 0.035, -0.057], [0.169, -0.052, 0.252], [-0.427, 0.806, 0.042], [-0.228, -0.523, -0.100], [0.300, -0.048, -0.265], [0.346, -0.146, 0.190], [-0.123, 0.193, -0.036], [0.107, -0.264, 0.010], [0.252, 0.091, -0.052], [-0.844, -0.808, -0.660], [0.504, -0.100, 1.593], [0.394, -0.259, -0.715], [0.247, 0.579, 0.205], [-0.218, 0.298, -0.167], [-0.096, -0.065, 0.011], [-0.342, 0.444, -0.453]],
  "mulliken_charge": [-0.487, 0.471, -0.101, 0.972, -0.409, -0.374, 0.185, -0.702, 0.292, 0.254, -0.571, 0.496, -0.381, -0.154, 1.347, -0.200, 0.249, 0.219, -0.470, -0.500, -0.527, 0.573, -0.372, 0.110, 0.961, -0.367, 0.163, -0.024, -0.537, 0.111, -0.547, 0.489, -0.238, 0.077, -0.101, -0.362, -0.005, 0.170, 0.302, 0.170, -0.474, -0.051, 0.611, -1.013, -0.650, 0.273, -0.048, 0.240, 0.232, 0.374, 0.119, 0.374, -0.700, -0.061, 0.731, -1.098, -0.699, 0.287, 0.379, 0.019, 0.202, 0.450, 0.376, 0.028, -0.580, 0.110, 0.740, -0.844, -0.679, 0.179, -0.108, 0.427, 0.152, 0.137, 0.259, 0.304, -0.760, -0.172, 0.470, -0.863, -0.295, 0.052, 0.306, 0.405, 0.242, -0.113, 0.452, 0.400, -0.747, -0.166, 0.562, -0.973, -0.615, 0.410, 0.378, 0.013, 0.274, 0.283, 0.302, 0.290, -0.338, 0.118, 0.629, -1.212, -0.631, 0.119, 0.433, -0.486, 0.289, 0.312, 0.386, 0.307, -0.039, -0.814, 0.703, -0.212, 0.454, 0.330, -0.382, -0.066, -0.171, 0.673, 0.928, 0.090, -0.341, -0.459, -0.727, -0.208],
  "max_force_ev_per_a": 2.445,
  "relative_energy_kj_mol": 0.00,
  "orbital_gap_ev": 8.588,
  "lumo_energy_ha": -0.017,
  "e_homo_ha": -0.333
}